Arrangement P

Formula: C2H3Cl2NO3
Source: OMol25
Level of theory: wB97M-V/def2-TZVPD

Each atom is followed by the atoms it is bonded to, with distances in Å.
Element x y z (Å)
1 C -0.982 1.699 -0.113  C2 1.350, H9 1.152, H10 1.101
2 C -1.182 0.448 -0.579  C1 1.350, Cl7 1.727, Cl8 1.747
3 N 1.227 -0.835 0.735  O4 1.363, O5 1.171, O6 1.187
4 O 1.027 -2.023 0.098  N3 1.363, H11 0.963
5 O 1.122 -1.000 1.890  N3 1.171
6 O 1.474 0.171 0.155  N3 1.187
7 Cl -2.006 -0.788 0.302  C2 1.727
8 Cl -0.736 -0.051 -2.193  C2 1.747
9 H -0.978 1.849 1.029  C1 1.152
10 H -0.236 2.411 -0.499  C1 1.101
11 H 1.269 -1.882 -0.824  O4 0.963

Results
LUMO energy = 0.440 eV
Frontier orbital gap = 10.24 eV
Net charge = 0

These are the natural (NBO) partial charges, in e, on atoms 1 to 8: number 1, C, carries -0.4367; number 2, C, carries -0.1033; number 3, N, carries 0.7341; number 4, O, carries -0.5070; number 5, O, carries -0.3399; number 6, O, carries -0.3746; number 7, Cl, carries 0.0530; number 8, Cl, carries 0.0168



Arrangement Q

Formula: C2H3Cl2NO3
Source: OMol25
Level of theory: wB97M-V/def2-TZVPD

Each atom is followed by the atoms it is bonded to, with distances in Å.
Element x y z (Å)
1 C 0.877 1.264 -0.116  C2 1.355, H9 1.182, H10 1.097
2 C 1.575 0.120 0.091  C1 1.355, Cl7 1.688, Cl8 1.731
3 N -1.685 -0.582 0.377  O4 1.185, O5 1.395, O6 1.212
4 O -2.715 -0.229 0.845  N3 1.185
5 O -1.582 -0.425 -1.005  N3 1.395, H11 0.973
6 O -0.705 -1.063 0.905  N3 1.212
7 Cl 1.891 -1.096 -1.036  C2 1.688
8 Cl 2.338 -0.298 1.588  C2 1.731
9 H 0.066 1.354 -0.970  C1 1.182
10 H 0.854 1.968 0.725  C1 1.097
11 H -0.914 -1.013 -1.402  O5 0.973

Results
LUMO energy = 0.081 eV
Frontier orbital gap = 9.81 eV
Net charge = 0

These are the natural (NBO) partial charges, in e, on atoms 1 to 8: number 1, C, carries -0.4541; number 2, C, carries -0.1101; number 3, N, carries 0.7332; number 4, O, carries -0.3107; number 5, O, carries -0.5543; number 6, O, carries -0.3698; number 7, Cl, carries 0.0469; number 8, Cl, carries 0.0395



Verdict on stability: arrangement Q comes out on top.